(1)
The following is a quantum chemistry calculation of C23H31N3O5 in the gas phase, from the Open Molecules 2025 dataset.

Each line ends with the Löwdin charge.
CARTESIAN COORDINATES (ANGSTROEM)
C -1.056 4.457 0.406  -0.055
C -0.112 3.278 0.206  -0.228
O -0.349 2.546 -0.991  -0.133
C 0.109 3.142 -2.181  -0.396
C 0.320 2.038 -3.230  -0.087
C 1.504 1.129 -2.890  -0.154
N 1.215 0.328 -1.726  0.077
C 1.133 -1.023 -1.755  -0.443
O 1.531 -1.698 -2.682  0.069
C 0.505 -1.567 -0.514  -0.050
C -0.685 -1.052 -0.100  0.002
N -1.334 -1.469 1.022  0.010
C -2.592 -0.841 1.370  -0.099
C -2.424 0.660 1.671  -0.204
O -1.347 0.959 2.520  -0.195
C -1.511 0.519 3.853  -0.083
C -0.828 -2.426 1.894  -0.337
O -1.436 -2.710 2.927  0.014
C 0.408 -2.998 1.449  -0.049
C 1.065 -2.606 0.274  -0.025
C 2.248 -3.397 0.184  -0.082
C 3.287 -3.490 -0.742  -0.004
C 4.294 -4.397 -0.505  -0.089
C 4.287 -5.213 0.630  -0.089
C 3.269 -5.149 1.556  -0.015
C 2.244 -4.236 1.327  -0.161
N 1.131 -3.979 2.077  -0.030
C 0.791 -4.645 3.303  -0.007
O -0.728 4.172 -2.631  -0.098
C -2.056 3.791 -2.966  -0.262
C -2.914 5.045 -3.027  -0.062
H -0.930 5.184 -0.393  0.069
H -2.088 4.115 0.413  0.077
H -0.837 4.932 1.358  0.079
H -0.242 2.550 1.012  0.103
H 0.929 3.630 0.209  0.126
H 1.067 3.656 -1.993  0.165
H -0.584 1.433 -3.299  0.126
H 0.496 2.526 -4.190  0.130
H 1.701 0.437 -3.712  0.123
H 2.401 1.734 -2.713  0.126
H 0.794 0.828 -0.955  0.115
H -1.193 -0.287 -0.667  0.137
H -2.965 -1.370 2.251  0.120
H -3.308 -0.959 0.552  0.136
H -2.211 1.206 0.748  0.105
H -3.370 1.034 2.093  0.129
H -2.439 0.914 4.281  0.093
H -1.515 -0.572 3.928  0.074
H -0.660 0.913 4.405  0.093
H 3.280 -2.876 -1.628  0.101
H 5.108 -4.488 -1.209  0.099
H 5.096 -5.913 0.780  0.100
H 3.265 -5.788 2.426  0.104
H 0.670 -5.718 3.131  0.099
H 1.577 -4.494 4.047  0.098
H -0.144 -4.231 3.675  0.078
H -2.064 3.285 -3.941  0.119
H -2.441 3.098 -2.207  0.120
H -2.943 5.532 -2.056  0.069
H -2.495 5.739 -3.750  0.078
H -3.925 4.784 -3.326  0.076

SMILES = CCOC(CCNC(=O)c1cn(CCOC)c(=O)c2c1c1ccccc1n2C)OCC
energy above the lowest of the compared OMol25 structures with the same formula, charge and spin = 43.4 kcal per mole

=====

(2)
The following is a quantum chemistry calculation of a molecular structure, C23H31N5O4ReS4 at a distorted geometry, from the Open Molecules 2025 dataset.

Each line ends with the Löwdin charge.
CARTESIAN COORDINATES (ANGSTROEM)
Re -0.061 1.014 -0.423  1.483
C 3.701 4.281 1.693  0.006
N 3.460 2.848 1.308  -0.102
C 4.203 1.833 2.091  0.015
C 2.465 2.626 0.442  -0.382
N 1.938 1.459 0.224  0.020
N 2.052 3.632 -0.436  0.175
C 0.957 3.742 -1.243  -0.465
N 0.906 4.780 -2.074  0.208
N -0.008 2.884 -1.149  -0.039
H 4.582 4.323 2.305  0.085
H 2.875 4.689 2.243  0.095
H 3.907 4.913 0.813  0.088
H 4.887 2.469 2.681  0.097
H 4.875 1.284 1.470  0.095
H 3.546 1.227 2.714  0.102
H 2.407 0.728 0.743  0.078
H 2.762 4.368 -0.589  0.155
H 1.628 5.479 -2.003  0.129
H 0.095 4.897 -2.688  0.150
H -0.879 3.185 -1.667  0.145
O -1.342 0.542 -1.465  -0.506
S -7.886 -1.352 -0.508  1.211
C -7.026 -2.018 -1.945  -0.388
C -5.487 -2.105 -1.713  -0.198
C -5.157 -1.724 -0.250  -0.215
C -6.347 -1.056 0.460  -0.343
H -7.318 -1.391 -2.861  0.132
H -7.457 -3.038 -2.072  0.110
H -4.952 -1.401 -2.410  0.140
H -5.168 -3.129 -1.872  0.097
H -4.304 -1.104 -0.165  0.106
H -4.930 -2.666 0.237  0.109
H -6.236 0.032 0.515  0.105
H -6.409 -1.463 1.481  0.111
O 0.557 -0.566 0.397  -0.378
C 1.133 -1.698 -0.245  -0.512
C 1.688 -1.433 -1.635  -0.422
C 2.592 -2.184 -2.356  -0.132
C 3.213 -1.438 -3.403  -0.160
C 2.673 -0.210 -3.607  -0.347
S 1.241 -0.019 -2.617  1.002
C -0.013 -2.762 -0.340  -0.395
C -0.518 -3.592 0.672  -0.127
C -1.773 -4.135 0.394  -0.187
C -2.275 -3.785 -0.830  -0.425
S -1.169 -2.795 -1.657  1.047
C 2.215 -2.307 0.722  -0.427
C 3.513 -2.729 0.460  -0.098
C 4.222 -3.014 1.675  -0.189
C 3.483 -2.878 2.791  -0.391
S 1.953 -2.167 2.431  1.048
H 2.659 -3.301 -2.278  0.156
H 4.022 -1.854 -4.094  0.147
H 2.995 0.601 -4.205  0.060
H 0.057 -3.710 1.632  0.093
H -2.326 -4.852 1.016  0.118
H -3.200 -4.083 -1.210  0.035
H 3.955 -2.826 -0.537  0.100
H 5.293 -3.264 1.630  0.118
H 3.693 -3.242 3.803  0.085
C -1.370 3.286 3.036  -0.057
O -0.591 2.777 1.928  -0.163
C -1.214 1.776 1.168  -0.491
O -2.323 1.333 1.489  0.000
H -0.807 4.155 3.324  0.081
H -1.500 2.554 3.872  0.112
H -2.357 3.574 2.687  0.087

2S+1 = 4
total charge = +2
energy above the lowest of the compared OMol25 structures with the same formula, charge and spin = 33.3 kcal per mole

=====

(3)
The following is a quantum chemistry calculation of a molecular structure, C23H32ErNO4 at a distorted geometry, from the Open Molecules 2025 dataset.

Each line ends with the Löwdin charge.
CARTESIAN COORDINATES (ANGSTROEM)
O 1.219 -0.379 -1.849  -0.275
C 1.314 0.977 -2.636  -0.028
C 1.426 0.260 -3.976  -0.056
H 2.190 1.565 -2.311  0.135
H 0.350 1.509 -2.499  0.116
C 1.139 -1.053 -3.203  -0.485
H 2.419 0.330 -4.440  0.126
H 0.690 0.609 -4.720  0.130
C 2.085 -2.230 -3.259  -0.012
H 3.087 -2.005 -2.880  0.098
H 2.123 -2.607 -4.287  0.107
H 1.630 -3.024 -2.654  0.070
C -0.265 -1.603 -3.451  -0.004
H -1.027 -0.823 -3.630  0.076
H -0.526 -2.236 -2.585  0.100
H -0.242 -2.245 -4.344  0.108
Er 1.540 -0.556 0.168  1.538
C -1.736 -0.827 3.318  -0.203
C -1.774 0.494 3.861  -0.201
C -2.655 1.258 3.041  -0.185
H -1.251 0.834 4.738  0.058
C -3.070 0.435 1.934  -0.208
C -2.481 -0.850 2.091  -0.194
H -2.584 -1.687 1.413  0.048
H -1.272 -1.673 3.767  0.058
H -2.980 2.265 3.231  0.047
H -3.739 0.737 1.154  0.055
C 1.320 -2.097 2.064  -0.195
C 0.410 -2.598 1.092  -0.149
C 1.189 -3.042 -0.026  -0.200
H -0.652 -2.758 1.306  0.107
C 2.590 -2.792 0.254  -0.214
C 2.665 -2.202 1.564  -0.190
H 3.572 -1.882 2.081  0.114
H 0.969 -1.808 3.066  0.087
H 0.813 -3.536 -0.924  0.090
H 3.415 -3.054 -0.420  0.105
O -2.022 0.807 -0.600  -0.188
C -2.693 0.309 -1.761  -0.197
C -2.773 1.433 -2.788  -0.161
H -3.693 0.058 -1.402  0.124
H -2.189 -0.608 -2.114  0.088
C -2.575 2.692 -1.918  -0.146
H -3.741 1.400 -3.292  0.112
H -1.984 1.328 -3.541  0.087
C -1.749 2.218 -0.692  -0.183
H -3.568 2.962 -1.529  0.117
H -2.145 3.562 -2.421  0.107
H -2.077 2.635 0.282  0.122
H -0.663 2.490 -0.809  0.102
O 1.052 -0.575 4.640  0.052
C 1.333 0.365 3.888  -0.448
C 1.931 1.683 4.305  -0.070
C 2.121 2.436 2.998  -0.081
C 1.697 1.445 1.972  -0.481
O 1.900 1.559 0.705  -0.150
N 1.130 0.364 2.506  0.094
H 1.262 2.217 4.995  0.134
H 2.897 1.486 4.792  0.130
H 1.481 3.321 2.924  0.136
H 3.165 2.708 2.811  0.126

2S+1 = 4
energy above the lowest of the compared OMol25 structures with the same formula, charge and spin = 114.1 kcal per mole

=====

(4)
The following is a quantum chemistry calculation of 2 unconnected molecules or ions with the total composition C23H32F5N4O3 at a distorted geometry, from the Open Molecules 2025 dataset.

Each line ends with the Löwdin charge.
CARTESIAN COORDINATES (ANGSTROEM)
C -6.122 -3.955 1.911  -0.019
C -4.767 -3.838 2.827  -0.276
O -3.737 -4.662 2.503  -0.020
O -4.562 -2.968 3.994  0.005
C -4.133 -1.594 3.570  -0.185
O -4.686 -0.592 4.306  0.000
C -3.138 -1.286 2.298  -0.036
C -2.056 -0.058 2.571  -0.312
C -2.763 1.442 2.351  -0.076
N -3.375 2.551 2.034  0.106
C -1.427 -0.060 4.095  -0.144
C -0.271 1.082 4.354  -0.150
C 1.178 0.388 4.821  -0.068
C 2.459 0.902 3.935  -0.190
F 2.157 1.154 2.500  -0.021
F 3.085 2.167 4.456  -0.006
C 3.640 -0.281 3.940  -0.140
F 4.209 -0.535 5.284  0.053
F 3.086 -1.543 3.321  -0.001
F 4.670 0.200 2.946  0.004
C -0.881 -0.160 1.384  -0.212
C 0.038 -1.449 1.771  -0.093
N 0.625 -2.626 1.848  0.143
C -1.451 -0.071 -0.129  -0.156
C -0.878 -1.123 -1.228  -0.371
C 0.763 -1.018 -1.499  -0.116
C -1.389 -2.694 -1.023  -0.097
H -6.199 -5.091 1.551  0.113
H -7.125 -3.735 2.476  0.100
H -6.035 -3.330 0.899  0.108
H -2.612 -2.294 1.960  0.122
H -3.859 -1.002 1.389  0.150
H -1.020 -1.156 4.334  0.139
H -2.259 0.132 4.930  0.139
H -0.128 1.845 3.479  0.112
H -0.599 1.731 5.301  0.134
H 1.423 0.634 5.963  0.155
H 1.100 -0.777 4.744  0.123
H -0.203 0.806 1.565  0.135
H -1.192 1.021 -0.537  0.131
H -2.642 -0.126 -0.190  0.130
H -1.358 -0.802 -2.274  0.131
H 1.038 -1.059 -2.638  0.073
H 1.320 -1.924 -0.981  0.081
H 1.192 -0.042 -0.964  0.071
H -1.617 -2.958 0.108  0.061
H -2.446 -2.751 -1.574  0.088
H -0.681 -3.476 -1.546  0.095
C 2.526 2.222 -8.058  -0.074
C 3.530 2.301 -6.923  -0.166
N 2.942 2.321 -5.575  -0.040
C 1.600 2.266 -5.218  0.018
C 1.546 2.351 -3.855  0.011
N 2.851 2.448 -3.409  -0.092
C 3.684 2.411 -4.459  0.001
C 3.280 2.575 -2.022  0.020
H 1.831 3.068 -8.028  0.087
H 3.040 2.241 -9.023  0.095
H 1.942 1.298 -8.001  0.087
H 4.128 3.213 -7.027  0.136
H 4.210 1.444 -6.971  0.136
H 0.840 2.181 -5.975  0.132
H 0.739 2.358 -3.142  0.135
H 4.767 2.457 -4.416  0.180
H 3.867 3.492 -1.916  0.109
H 3.893 1.709 -1.759  0.111
H 2.412 2.622 -1.359  0.101

total charge = +1
E = -1838.9719 hartree

=====

(5)
The following is a quantum chemistry calculation of 2 unconnected molecules or ions with the total composition C23H32F6N3O6S at a distorted geometry, from the Open Molecules 2025 dataset.

Each line ends with the Löwdin charge.
CARTESIAN COORDINATES (ANGSTROEM)
C 6.462 -0.442 0.618  -0.063
C 5.013 -0.913 0.343  -0.272
O 4.524 -1.786 1.342  -0.140
C 4.286 -3.092 0.859  -0.208
C 3.558 -3.882 1.933  -0.151
O 2.292 -3.309 2.263  -0.130
C 1.239 -3.971 1.581  -0.143
C 0.037 -3.007 1.484  -0.292
O -0.473 -2.932 2.803  0.050
C -1.054 -1.701 3.187  -0.382
O -0.483 -1.033 4.010  0.168
C -2.415 -1.231 2.629  -0.134
N -2.684 0.137 3.039  -0.074
C -2.558 1.096 1.935  -0.127
C -1.047 -3.713 0.565  -0.401
F -0.676 -5.019 0.412  0.111
F -2.244 -3.763 1.178  0.126
C -1.246 -3.151 -0.834  -0.125
C -2.385 -2.419 -1.082  -0.027
C -2.663 -1.910 -2.326  -0.042
C -1.758 -2.118 -3.338  -0.007
C -0.614 -2.832 -3.119  -0.096
C 0.426 -3.070 -4.201  -0.578
F 1.245 -4.074 -3.876  0.153
F -0.121 -3.264 -5.394  0.171
F 1.217 -1.968 -4.266  0.132
C -0.377 -3.359 -1.876  0.039
S 0.715 -1.435 0.795  0.697
O 1.630 -1.772 -0.230  -0.204
O -0.298 -0.510 0.408  -0.238
F 1.537 -0.761 1.923  -0.075
H 6.724 -0.531 1.673  0.077
H 6.552 0.603 0.302  0.068
H 7.149 -1.007 -0.018  0.068
H 4.350 -0.040 0.282  0.109
H 5.012 -1.355 -0.662  0.116
H 5.267 -3.579 0.706  0.138
H 3.780 -3.109 -0.116  0.115
H 3.432 -4.924 1.613  0.133
H 4.181 -3.861 2.831  0.138
H 0.977 -4.845 2.184  0.161
H 1.613 -4.237 0.587  0.133
H -3.204 -1.877 3.032  0.144
H -2.437 -1.373 1.542  0.081
H -3.655 0.159 3.317  0.104
H -2.517 0.641 0.939  0.064
H -3.457 1.731 1.941  0.084
H -1.722 1.784 2.101  0.054
H -3.126 -2.227 -0.315  0.117
H -3.591 -1.369 -2.466  0.115
H -1.970 -1.706 -4.322  0.132
H 0.520 -3.934 -1.675  0.139
C -2.079 7.741 -2.535  -0.060
C -2.999 7.139 -1.486  -0.154
N -2.330 6.089 -0.701  -0.048
C -2.180 6.072 0.666  0.015
C -1.560 4.908 0.981  0.010
N -1.341 4.240 -0.200  -0.074
C -1.813 4.972 -1.204  -0.013
C -0.699 2.931 -0.351  0.026
H -1.724 6.983 -3.235  0.074
H -2.608 8.502 -3.104  0.090
H -1.206 8.199 -2.069  0.089
H -3.875 6.691 -1.955  0.133
H -3.345 7.910 -0.801  0.129
H -2.542 6.893 1.257  0.141
H -1.250 4.468 1.913  0.141
H -1.783 4.701 -2.246  0.175
H 0.200 3.040 -0.953  0.111
H -1.392 2.252 -0.843  0.106
H -0.436 2.534 0.622  0.080

total charge = +1
E = -2508.4193 hartree

=====

(6)
The following is a quantum chemistry calculation of a molecular structure, C23H32FN3O2PtS at a distorted geometry, from the Open Molecules 2025 dataset.

Each line ends with the Löwdin charge.
CARTESIAN COORDINATES (ANGSTROEM)
Pt -0.839 -1.401 -0.763  0.914
C 2.032 0.763 2.691  -0.029
C 1.783 1.675 1.483  -0.369
C 2.253 3.106 1.754  -0.027
C 2.414 1.086 0.248  -0.103
C 3.793 1.061 0.162  0.002
C 4.442 0.414 -0.875  0.010
C 3.698 -0.185 -1.885  0.001
C 2.319 -0.174 -1.882  -0.108
C 1.631 -0.753 -3.108  -0.358
C 0.596 0.164 -3.763  -0.030
C 1.074 -2.143 -2.842  -0.033
C 1.639 0.454 -0.780  -0.147
N 0.263 0.370 -0.722  0.008
C -0.684 1.436 -0.698  -0.387
C -0.231 2.663 -1.400  0.009
C -1.051 3.627 -1.891  -0.047
C -2.461 3.673 -1.903  -0.014
C -3.364 2.643 -1.567  0.018
C -3.037 1.359 -1.324  -0.338
F -3.947 0.454 -0.967  0.122
H 1.553 1.180 3.578  0.093
H 3.098 0.666 2.895  0.092
H 1.629 -0.237 2.508  0.068
H 0.715 1.715 1.334  0.082
H 3.299 3.135 2.060  0.087
H 1.656 3.539 2.557  0.096
H 2.132 3.733 0.871  0.091
H 4.381 1.534 0.937  0.130
H 5.522 0.385 -0.908  0.130
H 4.217 -0.648 -2.715  0.132
H 2.423 -0.894 -3.848  0.144
H -0.317 0.238 -3.177  0.053
H 0.322 -0.228 -4.743  0.099
H 1.001 1.167 -3.902  0.099
H 0.145 -2.056 -2.191  -0.040
H 1.786 -2.785 -2.326  0.104
H 0.737 -2.626 -3.758  0.110
H 0.845 2.780 -1.460  0.126
H -0.549 4.490 -2.314  0.126
H -2.905 4.611 -2.203  0.121
H -4.420 2.874 -1.523  0.142
C -1.739 0.662 1.648  0.021
C -1.316 1.810 0.761  -0.361
O -1.542 2.946 1.015  0.185
O -1.817 0.780 -1.375  -0.047
H -1.493 0.901 2.682  0.110
H -1.273 -0.292 1.372  0.031
H -2.825 0.568 1.580  0.106
C -3.848 -3.751 3.068  -0.022
N -3.380 -3.614 1.694  -0.014
C -2.116 -3.488 1.339  -0.714
S -1.804 -3.433 -0.391  0.712
N -1.173 -3.476 2.268  0.010
C 0.277 -3.451 2.095  -0.043
H -4.932 -3.784 3.065  0.108
H -3.532 -2.901 3.675  0.103
H -3.484 -4.678 3.518  0.109
H -4.068 -3.658 0.958  0.142
H -1.475 -3.668 3.214  0.142
H 0.542 -3.131 1.094  0.039
H 0.696 -4.442 2.266  0.109
H 0.710 -2.762 2.817  0.094

2S+1 = 5
total charge = +2
energy above the lowest of the compared OMol25 structures with the same formula, charge and spin = 59.4 kcal per mole

=====

no.,molecular weight (Da)
1,429.5
2,756.0
3,553.8
4,507.5
5,592.6
6,628.7